C24H62AsF6N2O14P2S3 | ωB97M-V/def2-TZVPD

CARTESIAN COORDINATES (ANGSTROEM)
N1 3.723 -0.264 2.569
H1 4.349 -0.309 1.778
H2 3.787 -1.173 3.006
H3 2.787 0.049 2.356
H4 4.083 0.446 3.190
N2 2.608 -0.181 -2.016
H5 2.206 0.233 -2.845
H6 2.368 -1.133 -1.777
H7 2.359 0.347 -1.192
H8 3.616 -0.238 -2.025
As1 0.196 -0.594 1.065
F1 -0.354 0.481 2.407
F2 -0.746 0.464 -0.186
F3 0.839 -1.684 -0.168
F4 1.077 -1.542 2.336
F5 -1.277 -1.499 1.402
F6 1.591 0.500 0.894
C1 -2.522 0.425 5.254
C2 -3.462 0.231 6.379
C3 -2.739 -0.455 7.582
S1 -1.212 -1.220 6.857
O1 -1.190 -2.633 7.060
O2 -0.074 -0.393 7.191
C4 -1.558 -0.750 5.060
H9 -1.852 1.282 5.332
H10 -3.164 0.620 4.396
H11 -4.339 -0.368 6.134
H12 -3.731 1.263 6.607
H13 -3.324 -1.219 8.095
H14 -2.444 0.163 8.430
H15 -2.047 -1.598 4.581
H16 -0.641 -0.790 4.472
C5 0.713 -5.700 -4.544
C6 0.488 -4.415 -5.531
C7 1.655 -3.362 -5.264
S2 2.064 -3.572 -3.439
O3 1.475 -2.470 -2.669
O4 3.532 -3.817 -3.253
C8 1.106 -5.078 -3.234
H17 1.594 -6.194 -4.952
H18 -0.118 -6.400 -4.459
H19 -0.515 -4.016 -5.375
H20 0.441 -4.715 -6.578
H21 1.537 -2.307 -5.513
H22 2.497 -3.727 -5.851
H23 0.171 -4.819 -2.738
H24 1.501 -5.748 -2.471
C9 0.875 -5.683 1.607
C10 1.920 -4.737 2.332
C11 1.722 -4.819 3.925
S3 1.173 -6.629 4.155
O5 0.016 -6.650 5.037
O6 2.359 -7.385 4.512
C12 0.766 -7.023 2.389
H25 0.981 -5.926 0.550
H26 -0.106 -5.214 1.677
H27 2.066 -3.756 1.879
H28 2.874 -5.162 2.018
H29 0.938 -4.126 4.230
H30 2.641 -4.623 4.478
H31 -0.173 -7.536 2.592
H32 1.555 -7.699 2.059
C13 3.018 6.778 0.600
C14 3.472 6.523 2.043
O7 4.141 5.266 2.318
P1 3.749 3.771 1.696
O8 4.016 2.700 2.626
O9 2.226 3.933 1.282
C15 1.238 3.684 2.280
C16 -0.042 4.437 1.990
O10 4.557 3.469 0.288
C17 6.016 3.606 0.242
C18 6.417 4.847 -0.474
H33 2.002 6.398 0.502
H34 3.081 7.851 0.420
H35 3.603 6.334 -0.206
H36 4.335 7.120 2.338
H37 2.618 6.553 2.720
H38 1.186 2.595 2.246
H39 1.527 3.995 3.284
H40 -0.870 4.205 2.660
H41 0.010 5.525 1.967
H42 -0.413 4.238 0.984
H43 6.275 3.462 1.291
H44 6.479 2.717 -0.186
H45 7.395 4.721 -0.938
H46 5.679 4.707 -1.263
H47 6.286 5.751 0.121
C19 -6.261 -0.465 -7.043
C20 -6.286 -0.302 -5.576
O11 -5.395 0.767 -5.325
P2 -5.209 1.625 -3.926
O12 -6.415 1.818 -3.131
O13 -4.364 2.931 -4.298
C21 -4.725 3.855 -5.333
C22 -3.368 4.331 -5.901
O14 -4.132 0.694 -3.091
C23 -3.706 1.221 -1.922
C24 -3.969 0.367 -0.704
H48 -6.043 -1.496 -7.322
H49 -7.226 -0.041 -7.320
H50 -5.463 0.039 -7.589
H51 -7.104 0.179 -5.038
H52 -5.971 -1.240 -5.118
H53 -5.417 3.440 -6.065
H54 -5.416 4.589 -4.920
H55 -3.264 3.604 -6.707
H56 -3.579 5.302 -6.348
H57 -2.555 4.479 -5.190
H58 -2.618 1.181 -1.977
H59 -3.897 2.284 -1.774
H60 -3.259 0.524 0.108
H61 -4.876 0.656 -0.173
H62 -4.140 -0.682 -0.942

Computed properties:
* 2S+1: 2
* expectation value of S²: 0.751
* LUMO (alpha / beta): 0.03 / -0.09 eV


C24H64AgN5O8 | ωB97M-V/def2-TZVPD

CARTESIAN COORDINATES (ANGSTROEM)
Ag1 2.250 -27.375 16.522
C1 3.648 -23.882 18.647
C2 3.072 -24.991 17.810
O1 2.588 -24.818 16.696
O2 2.929 -26.139 18.394
H1 4.735 -24.017 18.663
H2 3.342 -23.864 19.690
H3 3.462 -22.948 18.122
C3 0.251 -21.779 17.392
C4 -0.004 -21.189 18.774
C5 1.109 -21.541 19.762
O3 0.691 -21.075 21.014
C6 1.358 -21.706 22.088
N1 -0.194 -19.726 18.677
H4 1.150 -21.386 16.914
H5 -0.597 -21.718 16.706
H6 0.423 -22.867 17.376
H7 -0.969 -21.572 19.133
H8 2.052 -21.139 19.370
H9 1.251 -22.629 19.707
H10 1.057 -22.754 22.173
H11 1.043 -21.180 22.990
H12 2.444 -21.583 22.038
H13 -1.105 -19.620 18.232
H14 -0.393 -19.427 19.634
C7 5.356 -20.568 17.945
C8 5.878 -20.327 16.522
C9 5.150 -21.237 15.535
O4 5.790 -21.314 14.292
C10 6.784 -22.299 14.259
N2 5.796 -18.878 16.197
H15 5.605 -19.811 18.682
H16 5.576 -21.580 18.292
H17 4.254 -20.558 17.897
H18 6.934 -20.589 16.646
H19 4.154 -20.806 15.405
H20 4.984 -22.219 15.997
H21 6.415 -23.335 14.312
H22 7.405 -22.168 15.159
H23 7.457 -22.309 13.404
H24 4.807 -18.713 16.003
H25 6.231 -18.853 15.271
C11 6.277 -29.169 17.827
C12 5.153 -28.245 17.320
C13 5.375 -27.872 15.862
O5 4.281 -27.036 15.450
C14 4.614 -26.238 14.314
N3 3.849 -28.969 17.528
H26 7.285 -28.815 17.604
H27 6.222 -30.086 17.225
H28 6.137 -29.477 18.860
H29 5.197 -27.339 17.923
H30 5.464 -28.662 15.102
H31 6.339 -27.370 15.721
H32 3.735 -25.622 14.140
H33 4.775 -26.855 13.423
H34 5.522 -25.659 14.482
H35 3.944 -29.220 18.509
H36 3.902 -29.798 16.943
C15 -1.573 -26.246 18.709
C16 -0.299 -26.962 18.255
C17 -0.415 -28.482 18.153
O6 0.866 -28.993 17.711
C18 0.765 -30.408 17.645
N4 0.062 -26.500 16.884
H37 -1.296 -25.199 18.872
H38 -1.998 -26.646 19.626
H39 -2.279 -26.144 17.882
H40 0.480 -26.764 18.993
H41 -1.159 -28.800 17.417
H42 -0.675 -28.933 19.113
H43 0.968 -30.805 18.652
H44 1.502 -30.881 16.997
H45 -0.230 -30.789 17.404
H46 -0.806 -26.680 16.375
H47 0.132 -25.492 16.740
C19 3.047 -29.281 22.892
C20 2.867 -28.472 21.607
C21 2.131 -27.156 21.816
O7 0.738 -27.343 21.931
C22 0.098 -26.281 22.582
N5 4.206 -28.275 20.994
H48 3.458 -30.280 22.812
H49 2.054 -29.308 23.354
H50 3.695 -28.667 23.526
H51 2.248 -29.072 20.928
H52 2.281 -26.470 20.968
H53 2.590 -26.674 22.694
H54 -0.979 -26.409 22.470
H55 0.283 -25.318 22.072
H56 0.373 -26.124 23.628
H57 3.944 -27.750 20.157
H58 4.717 -27.595 21.557
C23 9.074 -22.453 18.614
C24 8.165 -23.668 18.845
O8 8.406 -24.694 17.883
H59 8.986 -22.137 17.571
H60 10.122 -22.700 18.762
H61 8.666 -21.684 19.269
H62 7.123 -23.328 18.789
H63 8.264 -24.131 19.825
H64 8.274 -24.311 17.009

Computed properties:
* 2S+1: 2
* expectation value of S²: 0.757
* total charge: +1
* ΔE to the lowest compared entry with this formula, charge and spin: 0.0 kJ/mol
* LUMO (alpha / beta): -2.27 / -6.32 eV


C24H64CdN3O18 | ωB97M-V/def2-TZVPD

CARTESIAN COORDINATES (ANGSTROEM)
O1 0.736 -3.231 -5.346
H1 -0.016 -2.893 -5.875
H2 1.047 -2.487 -4.664
H3 0.425 -4.064 -4.967
Cd1 1.821 -4.527 -1.949
C1 0.711 -0.919 -0.781
C2 0.681 0.490 -0.518
C3 0.861 1.437 -1.709
O2 0.947 2.660 -1.577
C4 1.147 0.896 -2.995
C5 1.220 -0.474 -3.170
C6 0.978 -1.424 -2.000
O3 1.150 -2.702 -2.225
O4 1.436 -1.000 -4.323
O5 0.271 0.859 0.565
H4 0.405 -1.598 0.007
H5 1.383 1.461 -3.883
O6 0.496 0.483 -6.453
H6 0.609 1.394 -6.165
H7 0.773 -0.067 -5.701
O7 0.081 4.304 -4.521
H8 0.256 3.580 -3.909
H9 -0.110 5.054 -3.947
O8 2.828 3.081 0.534
H10 2.162 3.244 -0.151
H11 2.561 2.246 0.928
O9 0.441 -4.815 -0.340
H12 0.506 -5.029 0.601
H13 -0.505 -4.706 -0.512
O10 -2.132 3.246 0.978
H14 -1.315 2.781 1.197
H15 -2.405 2.871 0.138
O11 3.352 -3.632 -0.411
H16 3.790 -2.851 -0.777
H17 3.619 -3.647 0.532
O12 -0.420 5.450 -0.723
H18 -0.881 5.545 0.117
H19 -0.092 4.544 -0.709
C7 -4.490 2.039 6.862
O13 -3.264 2.645 6.571
C8 -3.195 3.290 5.315
C9 -3.027 2.310 4.158
N1 -2.012 1.313 4.509
C10 -2.014 0.205 3.554
C11 -1.235 -0.964 4.075
O14 -1.938 -1.598 5.123
C12 -1.432 -2.802 5.585
H20 -5.160 2.762 7.351
H21 -4.435 1.240 7.602
H22 -5.054 1.650 6.008
H23 -2.272 3.867 5.363
H24 -4.069 3.921 5.120
H25 -2.726 2.849 3.261
H26 -3.961 1.773 3.927
H27 -2.204 0.976 5.445
H28 -1.506 0.593 2.665
H29 -3.043 -0.059 3.269
H30 -0.239 -0.669 4.428
H31 -1.076 -1.700 3.267
H32 -2.034 -3.116 6.439
H33 -0.440 -2.789 6.064
H34 -1.419 -3.586 4.816
C13 -3.222 5.100 -7.502
O15 -3.467 3.793 -7.000
C14 -2.690 3.453 -5.850
C15 -3.283 4.053 -4.577
N2 -4.556 3.429 -4.219
C16 -4.381 2.212 -3.452
C17 -3.852 2.547 -2.062
O16 -3.883 1.395 -1.170
C18 -2.719 0.662 -1.331
H35 -3.811 5.137 -8.417
H36 -2.170 5.219 -7.782
H37 -3.530 5.855 -6.778
H38 -1.635 3.645 -6.031
H39 -2.917 2.384 -5.781
H40 -3.435 5.131 -4.676
H41 -2.554 3.959 -3.774
H42 -5.035 3.200 -5.084
H43 -3.685 1.468 -3.890
H44 -5.269 1.582 -3.371
H45 -4.398 3.434 -1.730
H46 -2.838 2.956 -2.120
H47 -2.770 -0.140 -2.080
H48 -2.576 0.141 -0.374
H49 -1.787 1.227 -1.443
C19 2.397 -2.009 2.713
O17 2.489 -2.691 3.933
C20 2.332 -4.108 3.911
C21 3.739 -4.696 3.900
N3 4.457 -4.451 2.631
C22 5.849 -4.916 2.577
C23 6.428 -4.692 1.195
O18 6.675 -3.314 0.989
C24 7.527 -3.033 -0.111
H50 1.358 -1.739 2.490
H51 2.793 -2.649 1.920
H52 2.987 -1.094 2.691
H53 1.854 -4.396 2.964
H54 1.747 -4.406 4.776
H55 3.786 -5.797 3.909
H56 4.223 -4.485 4.860
H57 4.678 -3.448 2.653
H58 5.802 -6.016 2.588
H59 6.497 -4.610 3.399
H60 5.752 -5.063 0.414
H61 7.386 -5.223 1.156
H62 7.006 -3.301 -1.037
H63 8.513 -3.467 0.054
H64 7.616 -1.947 -0.152

Computed properties:
* total charge: +1
* LUMO: -7.72 eV